Entry 1:
Molecular formula: C39H94N2O9
Method: DFT, ωB97M-V/def2-TZVPD

Each line ends with the Löwdin charge.
Positions of all 144 atoms, in Å:
C -0.87644 -2.62529 4.20814  -0.04
C 0.56755 -2.63605 4.77751  -0.47
C 0.54001 -2.41513 6.28779  -0.02
C 1.03551 -4.07883 4.52178  -0.14
C 2.56706 -4.36013 4.52097  -0.17
C 3.20604 -3.33618 3.63343  -0.16
C 2.86922 -1.83568 3.92289  -0.46
C 3.47295 -1.31493 5.24086  -0.02
C 3.54342 -1.07410 2.75156  -0.03
N 1.39474 -1.72726 3.94427  -0.06
O 1.05901 -0.37216 4.11939  -0.05
H -0.83807 -2.87909 3.14880  0.06
H -1.48885 -3.40418 4.66243  0.09
H -1.45982 -1.71881 4.36961  0.06
H 0.56456 -1.37969 6.62744  0.07
H -0.40366 -2.76417 6.70703  0.08
H 1.36879 -2.92136 6.78272  0.08
H 0.57200 -4.70596 5.28334  0.12
H 0.57697 -4.46261 3.61043  0.11
H 2.89700 -4.16462 5.54127  0.10
H 2.80201 -5.32900 4.08030  0.12
H 2.92187 -3.61556 2.61889  0.11
H 4.28591 -3.47568 3.68370  0.12
H 2.90251 -0.48635 5.66057  0.08
H 4.48499 -0.94254 5.08214  0.08
H 3.55138 -2.08165 6.01164  0.07
H 3.26858 -1.49359 1.78378  0.06
H 4.63213 -1.09290 2.80123  0.08
H 3.26599 -0.02007 2.73919  0.08
H 0.58111 -0.11718 3.32681  0.04
C 2.19314 1.53613 -5.44408  -0.03
C 2.08099 2.76599 -4.54021  -0.46
C 0.74536 2.64794 -3.81703  -0.04
C 3.22999 2.58052 -3.48743  -0.11
C 3.47741 3.82446 -2.58105  -0.20
C 3.73997 4.92749 -3.52814  -0.15
C 2.53397 5.25522 -4.50747  -0.52
C 1.42748 5.85346 -3.63601  -0.04
C 3.01542 6.38470 -5.42303  -0.04
N 2.23123 4.07021 -5.21898  -0.09
O 1.31792 4.29228 -6.29370  0.01
H 3.09920 1.56650 -6.04926  0.09
H 1.31785 1.46312 -6.08956  0.08
H 2.24726 0.56485 -4.95236  0.06
H 0.65065 3.29434 -2.94452  0.05
H 0.58497 1.59086 -3.60496  0.07
H -0.08534 2.90198 -4.47543  0.08
H 3.06485 1.72429 -2.83344  0.10
H 4.21261 2.27879 -3.85007  0.12
H 4.28587 3.76065 -1.85275  0.12
H 2.59553 3.95718 -1.95433  0.10
H 4.70266 4.74673 -4.00631  0.13
H 3.75188 5.80413 -2.88048  0.12
H 0.59434 6.06952 -4.30481  0.08
H 1.00330 5.28349 -2.80940  0.06
H 1.49752 6.83979 -3.17738  0.09
H 2.23506 6.78255 -6.07177  0.08
H 3.29205 7.25089 -4.82196  0.09
H 3.81199 6.03755 -6.08111  0.09
H 0.47406 4.35760 -5.84066  0.07
C -1.16971 2.55973 5.17910  -0.06
C -0.97386 1.79394 6.44775  -0.50
C -2.01407 0.71675 6.61679  -0.06
O 0.33547 1.27678 6.33150  -0.06
H -0.85846 2.07744 4.25249  0.07
H -0.48664 3.40752 5.12642  0.08
H -2.21356 2.87311 5.19552  0.08
H -0.99436 2.39135 7.35923  0.14
H -3.01679 1.07682 6.84700  0.08
H -1.71093 0.14658 7.49491  0.08
H -2.12093 0.09866 5.72536  0.06
H 0.33229 0.73156 5.54136  0.03
C -1.47801 -4.08056 0.51577  -0.07
C -1.89747 -5.11626 -0.43484  -0.48
C -3.38225 -4.97301 -0.80534  -0.03
O -1.10876 -4.89941 -1.60655  -0.06
H -0.39093 -4.07632 0.59536  0.09
H -1.93851 -4.07049 1.50366  0.08
H -1.81605 -3.11561 0.13803  0.06
H -1.60451 -6.08291 -0.02513  0.14
H -3.55849 -5.69165 -1.60572  0.08
H -3.54831 -3.92273 -1.04498  0.08
H -4.09785 -5.18389 -0.01064  0.08
H -1.45121 -5.41480 -2.34052  0.10
C -3.05233 2.11192 -3.29827  -0.06
C -3.23903 3.12577 -2.15229  -0.43
C -1.83996 3.69312 -1.63747  -0.02
O -4.05198 4.25340 -2.51434  -0.05
H -2.42958 1.30676 -2.90841  0.05
H -2.60636 2.52962 -4.20090  0.07
H -3.92203 1.62768 -3.74238  0.07
H -3.71032 2.54669 -1.35815  0.12
H -2.01188 4.48509 -0.90854  0.08
H -1.27114 4.10985 -2.46867  0.05
H -1.21240 2.92485 -1.18578  0.05
H -4.87821 3.94689 -2.89513  0.08
C -3.87116 -1.46024 1.52295  -0.05
C -4.17543 -0.14032 2.25852  -0.48
C -4.52844 -0.45970 3.76694  -0.02
O -3.10109 0.70335 2.15518  -0.05
H -4.70612 -2.16051 1.54644  0.09
H -2.98918 -1.94566 1.94079  0.06
H -3.71364 -1.35912 0.44914  0.07
H -5.01223 0.32418 1.73689  0.14
H -4.49158 0.50460 4.27374  0.07
H -3.82980 -1.19340 4.16907  0.07
H -5.56658 -0.77283 3.87778  0.08
H -3.50394 1.57155 2.22959  0.11
C -0.93201 -0.18545 -0.32186  -0.04
C 0.15954 0.15507 0.66573  -0.46
C 0.83671 1.50732 0.51060  -0.03
O -0.39454 0.02203 1.94504  -0.06
H -1.79156 0.47141 -0.18835  0.07
H -1.23163 -1.22998 -0.23647  0.06
H -0.70043 0.09259 -1.35005  0.07
H 0.96076 -0.57347 0.54176  0.12
H 1.78758 1.62839 1.02952  0.07
H 0.28076 2.28342 1.03661  0.08
H 0.98794 1.71021 -0.54962  0.06
H -1.30429 0.32288 1.88640  0.05
C 2.46222 -1.19008 -2.34825  -0.03
C 1.85320 -2.58951 -2.19608  -0.45
C 2.61482 -3.39960 -1.11406  -0.03
O 0.49081 -2.51236 -1.82338  -0.08
H 2.02536 -0.51392 -1.61336  0.07
H 2.21202 -0.77808 -3.32588  0.04
H 3.54349 -1.10757 -2.23808  0.09
H 1.88495 -3.10768 -3.15451  0.14
H 2.14911 -4.38016 -1.01544  0.08
H 2.51356 -2.91620 -0.14238  0.06
H 3.66831 -3.44636 -1.38989  0.08
H 0.19891 -3.37667 -1.52445  0.04
C -0.90954 -0.70873 -4.88887  -0.07
C -1.97301 -1.54758 -4.18928  -0.49
C -3.16388 -1.73209 -5.17161  -0.04
O -1.39651 -2.80198 -3.90299  -0.05
H -0.56095 -1.16355 -5.81609  0.09
H -0.01354 -0.67943 -4.26885  0.06
H -1.34402 0.27096 -5.08766  0.07
H -2.22646 -0.94375 -3.31793  0.11
H -2.81844 -2.17669 -6.10494  0.08
H -3.63475 -0.77036 -5.37521  0.07
H -3.87452 -2.40131 -4.68660  0.07
H -0.67536 -2.61028 -3.29899  0.03

Values from the calculation:
* lowest unoccupied orbital energy: 0.2561 eV
* SMILES string: CC1(C)CCCC(C)(C)N1O.CC1(C)CCCC(C)(C)N1O.CC(C)O.CC(C)O.CC(C)O.CC(C)O.CC(C)O.CC(C)O.CC(C)O
* Kohn-Sham gap: 8.357 eV
* ΔE to the lowest compared entry with this formula, charge and spin: 2.033 eV

***

Entry 2:
Molecular formula: C26H69B3F6N4O10S2Zn
Method: DFT, ωB97M-V/def2-TZVPD

Each line ends with the Löwdin charge.
Positions of all 121 atoms, in Å:
Zn -1.99455 -0.13262 0.77056  0.49
B -0.02069 -0.73962 0.43288  -0.40
H -0.55556 -1.47300 1.10812  0.02
H 0.12163 0.25911 0.93615  0.01
H 1.02477 -1.07922 0.22179  0.00
H -0.62437 -0.60486 -0.51714  -0.01
B 0.42174 0.54437 4.31905  -0.41
H 0.69995 0.34800 3.24345  -0.04
H -0.26088 1.44561 4.42665  -0.06
H -0.05113 -0.41158 4.70068  -0.06
H 1.32881 0.69213 4.97850  -0.06
B -2.32250 1.83616 0.07745  -0.40
H -3.20945 1.18816 0.26713  -0.04
H -1.77357 1.84046 1.06483  -0.01
H -1.76165 1.23983 -0.70359  -0.02
H -2.50075 2.88464 -0.28741  0.00
C -6.02869 -0.17887 0.20461  -0.63
F -5.83525 1.07954 -0.20165  0.13
F -5.78756 -0.28010 1.50105  0.14
F -7.30165 -0.49393 -0.04811  0.14
S -4.78815 -1.30695 -0.79406  0.73
O -5.52036 -2.48337 -1.17471  -0.28
O -4.17443 -0.60415 -1.89718  -0.28
N -3.47234 -1.35724 0.44057  -0.30
S -3.58949 -2.82745 0.96403  0.57
O -2.54829 -3.01752 1.94759  -0.30
O -4.93239 -3.21127 1.37678  -0.31
C -3.10751 -4.07104 -0.48434  -0.63
F -2.10829 -4.84628 -0.01399  0.12
F -4.12872 -4.80010 -0.87726  0.15
F -2.60934 -3.33009 -1.47123  0.12
C -3.21079 -0.26388 4.92405  -0.02
C -3.21113 0.59522 3.60626  -0.39
C -3.02293 2.10574 3.83384  -0.04
O -2.05260 0.13250 2.84548  -0.15
H -3.91164 0.13914 5.65780  0.06
H -2.18715 -0.26461 5.29755  0.06
H -3.52995 -1.28377 4.70873  0.07
H -4.04557 0.41707 2.92982  0.11
H -2.83854 2.56927 2.86614  0.07
H -2.22619 2.36982 4.52663  0.06
H -3.98199 2.38175 4.28267  0.07
H -1.34892 0.27162 3.52143  0.01
C 4.11279 1.49697 3.31390  -0.13
O 3.73566 0.14601 3.06397  -0.18
C 3.96693 -0.11852 1.66523  -0.21
C 3.63585 -1.60259 1.37750  -0.21
N 2.33559 -1.91679 1.97287  -0.04
C 2.21311 -3.41232 2.03177  -0.17
C 0.93475 -3.71816 2.80934  -0.22
O 0.92011 -3.03755 4.05872  -0.18
C -0.24858 -3.26719 4.80787  -0.13
H 3.91472 1.85081 4.32413  0.08
H 3.37607 2.08385 2.75067  0.07
H 5.11247 1.73016 2.93905  0.07
H 4.98289 0.07399 1.29964  0.10
H 3.37458 0.61427 1.10851  0.10
H 4.42380 -2.23723 1.78855  0.11
H 3.58564 -1.86320 0.31119  0.09
H 1.65249 -1.47752 1.33501  0.02
H 3.03953 -3.85906 2.58612  0.11
H 2.20576 -3.79408 1.00494  0.10
H 0.95638 -4.73498 3.22575  0.11
H 0.08099 -3.66763 2.13244  0.10
H -0.41074 -4.34104 4.97098  0.07
H -1.09096 -2.84123 4.26208  0.07
H -0.24951 -2.85990 5.81864  0.08
C -0.24041 8.20521 0.26201  -0.15
O -0.59310 6.85920 0.18454  -0.19
C -0.30014 6.05690 1.33360  -0.19
C -0.22818 4.55517 0.84220  -0.21
N 0.79740 4.35308 -0.19293  -0.02
C 1.03700 2.88747 -0.22011  -0.18
C 2.13038 2.62954 -1.25749  -0.26
O 1.84815 3.12421 -2.53077  -0.16
C 2.90320 2.79992 -3.44276  -0.12
H -0.58578 8.66195 1.20003  0.07
H -0.75877 8.80926 -0.48193  0.08
H 0.84041 8.37054 0.29923  0.08
H -1.13109 6.12123 2.04001  0.11
H 0.62077 6.32207 1.85957  0.11
H -1.21147 4.24826 0.49178  0.08
H -0.04774 3.96020 1.74457  0.12
H 1.58978 4.72274 0.32654  0.10
H 0.17109 2.25114 -0.40053  0.09
H 1.50137 2.59558 0.72689  0.12
H 2.32943 1.55371 -1.25460  0.10
H 3.00822 3.13240 -0.82968  0.11
H 2.64994 3.12735 -4.45058  0.08
H 3.07638 1.72112 -3.46832  0.07
H 3.85967 3.26790 -3.19186  0.08
C 2.98563 -2.91589 -2.65332  -0.03
C 2.23054 -2.31693 -3.89223  -0.51
C 1.64265 -3.51882 -4.57497  -0.19
C 0.70481 -3.20732 -5.70551  -0.19
C -0.40148 -2.35398 -5.11101  -0.13
C 0.02851 -1.09780 -4.30639  -0.45
N 1.17000 -1.44340 -3.43521  -0.09
O 1.52925 -0.43868 -2.52051  -0.01
C 0.32918 0.01200 -5.34796  -0.04
C -1.23041 -0.65099 -3.51128  -0.01
C 3.26935 -1.65284 -4.76719  -0.04
H 3.62965 -2.29581 -2.02950  0.07
H 3.49802 -3.84647 -2.90632  0.07
H 2.27488 -3.27652 -1.90351  0.08
H 2.43472 -4.20138 -4.89810  0.12
H 1.08697 -4.18786 -3.91063  0.13
H 0.40781 -4.09796 -6.26472  0.11
H 1.32097 -2.76848 -6.49834  0.10
H -1.21039 -2.88683 -4.61077  0.11
H -0.89149 -1.94806 -6.00251  0.11
H 0.73717 0.86646 -4.80021  0.08
H 1.04331 -0.13446 -6.15863  0.06
H -0.65044 0.32467 -5.70978  0.07
H -2.01278 -0.21607 -4.13060  0.09
H -1.59901 -1.55462 -3.02417  0.07
H -1.03581 0.02970 -2.68220  0.07
H 3.75895 -0.83212 -4.23724  0.08
H 2.93437 -1.13305 -5.66748  0.06
H 4.04660 -2.34798 -5.09128  0.08
H 1.11975 -0.77040 -1.70833  0.05

Values from the calculation:
* lowest unoccupied orbital energy: 3.9625 eV
* Kohn-Sham gap: 7.004 eV
* total charge: -2
* ΔE to the lowest compared entry with this formula, charge and spin: 0.000 eV

***

Entry 3:
Molecular formula: C2H5N2
Method: DFT, ωB97M-V/def2-TZVPD

Each line ends with the Löwdin charge.
Positions of all 9 atoms, in Å:
C 2.42581 0.61869 0.37081  0.29
C -1.98332 0.11562 0.00816  0.29
N 1.52198 -0.05917 -0.00482  -0.10
N 0.61114 -0.91682 -0.09431  0.13
H 3.32490 1.14748 0.63163  0.12
H -2.52280 -0.63139 -0.63357  0.06
H -1.69126 -0.00570 1.10848  0.07
H -1.98894 1.08676 -0.41519  0.01
H 0.30251 -1.35547 -0.97118  0.11

Values from the calculation:
* lowest unoccupied orbital energy (alpha / beta): -6.0542 / -7.8476 eV
* Kohn-Sham gap (alpha / beta): 9.170 / 6.057 eV
* total charge: +1
* ΔE to the lowest compared entry with this formula, charge and spin: 5.499 eV

***

Entry 4:
Molecular formula: C23H26N5OS
Method: DFT, ωB97M-V/def2-TZVPD

Each line ends with the Löwdin charge.
Positions of all 56 atoms, in Å:
C 1.04066 1.50528 -1.62377  0.03
C 0.87637 1.70346 -0.32678  -0.14
C 0.57662 0.63729 0.69323  -0.11
N 0.52664 -0.69697 0.13745  -0.03
C -0.59433 -1.38819 -0.15556  -0.41
C -1.94999 -1.03540 0.01208  -0.18
C -2.54253 0.24730 -0.03825  -0.16
N -2.06709 1.33837 -0.67463  0.10
N -2.94771 2.35486 -0.63440  0.16
C -3.97642 1.90996 0.01338  -0.26
N -3.77006 0.61291 0.41917  0.08
C -4.71262 -0.13333 1.21984  -0.11
H -4.23586 -1.05863 1.54084  0.11
C -5.99560 -0.43450 0.44428  -0.16
C -6.95501 0.75327 0.38224  -0.20
C -6.43292 1.95594 -0.40309  -0.18
H -7.23757 2.68736 -0.47943  0.12
H -6.16786 1.65312 -1.41782  0.12
C -5.22965 2.65300 0.25153  -0.10
H -5.09702 3.64844 -0.17145  0.13
H -5.40688 2.75473 1.32525  0.13
H -7.87970 0.41664 -0.08794  0.12
H -7.20330 1.06699 1.39873  0.12
H -6.49730 -1.26337 0.94323  0.12
H -5.73782 -0.76939 -0.56221  0.12
H -4.94748 0.46331 2.10724  0.14
H -1.16949 1.46391 -1.13178  0.12
C -2.83142 -2.13853 0.04694  -0.29
N -3.52969 -3.04927 0.05963  0.20
S -0.20962 -2.98140 -0.72706  1.17
C 1.47776 -2.64036 -0.57532  -0.28
C 1.70039 -1.39678 -0.10833  -0.27
C 3.02331 -0.80895 0.14557  -0.21
C 3.86267 -0.48935 -0.91392  -0.02
C 5.11408 0.05204 -0.69193  0.00
C 5.56314 0.27315 0.61081  -0.26
C 4.72182 -0.07194 1.67764  0.02
C 3.47534 -0.60464 1.45045  -0.03
H 2.85971 -0.89613 2.28983  0.13
H 5.08571 0.08019 2.68076  0.13
O 6.75808 0.77312 0.96102  -0.03
C 7.69522 1.17927 -0.02557  -0.23
C 7.36610 2.54654 -0.61411  -0.06
H 7.31280 3.28648 0.18025  0.08
H 6.41276 2.53346 -1.13749  0.07
H 8.14588 2.83738 -1.31170  0.08
H 8.64458 1.22689 0.51324  0.13
H 7.78056 0.41899 -0.81012  0.12
H 5.73330 0.28678 -1.54201  0.11
H 3.53287 -0.66132 -1.92750  0.12
H 2.20848 -3.38228 -0.82129  0.09
H -0.36164 0.84783 1.21457  0.14
H 1.37674 0.66076 1.44048  0.13
H 0.97061 2.69198 0.09905  0.12
H 1.27539 2.31820 -2.28736  0.08
H 0.97018 0.53016 -2.08009  0.08

Values from the calculation:
* lowest unoccupied orbital energy: -2.9322 eV
* Kohn-Sham gap: 7.993 eV
* total charge: +1
* ΔE to the lowest compared entry with this formula, charge and spin: 0.038 eV